Entry 1:
Here is a single C4H6N2S molecule from the OMol25 dataset. Energies are from ωB97M-V/def2-TZVPD.

XYZ file:
```
13
Properties=species:S:1:pos:R:3:lowdin_charge:R:1
C 1.315 -1.254 0.786 -0.449
N 0.881 -1.597 -0.386 -0.044
N -0.081 -0.903 -1.140 -0.048
C -0.078 0.448 -0.628 -0.362
C -1.086 1.450 -0.196 -0.067
C -0.612 0.410 0.793 -0.546
S 0.731 0.047 1.923 0.863
H 2.005 -1.969 1.272 0.068
H 0.183 -0.978 -2.142 0.133
H 0.934 0.902 -0.660 0.142
H -0.718 2.444 -0.126 0.090
H -2.156 1.440 -0.406 0.110
H -1.318 -0.439 0.909 0.109
```

Computed properties:
multiplicity: 1
ΔE to the lowest compared entry with this formula, charge and spin: 3.6014 eV
largest force on an atom: 0.025 Eh/bohr
HOMO-LUMO gap: 0.3424 Eh
lowest unoccupied orbital energy: 0.923 eV
structure (SMILES): C1=NN[C@H]2C[C@@H]2S1
HOMO energy: -0.30843 Eh
total charge: 0
electronic energy: -663.5962 Eh

=====

Entry 2:
Here is 2 unconnected molecules or ions with the total composition C4H6N2S from the OMol25 dataset. Energies are from ωB97M-V/def2-TZVPD.

XYZ file:
```
13
Properties=species:S:1:pos:R:3:lowdin_charge:R:1
N 0.714 2.057 -2.044 0.141
C -0.067 1.736 -1.165 -0.312
C -1.097 1.358 -0.483 -0.632
S -2.532 0.999 0.140 0.675
H 1.544 2.564 -1.712 0.074
C 1.376 -0.490 0.198 -0.037
N 0.152 -0.448 0.544 -0.109
C -0.796 -1.491 1.024 -0.123
H 1.751 0.481 -0.112 0.046
H 2.084 -1.415 0.225 0.108
H -0.369 -2.288 1.586 0.063
H -1.551 -0.979 1.587 0.023
H -1.207 -2.084 0.214 0.084
```

Computed properties:
multiplicity: 1
ΔE to the lowest compared entry with this formula, charge and spin: 4.8655 eV
largest force on an atom: 0.043 Eh/bohr
HOMO-LUMO gap: 0.2385 Eh
lowest unoccupied orbital energy: -1.064 eV
structure (SMILES): N=C=C=S.C=NC
HOMO energy: -0.27761 Eh
total charge: 0
electronic energy: -663.5497 Eh

=====

Entry 3:
Here is a single C4H6N2S2 molecule from the OMol25 dataset. Energies are from ωB97M-V/def2-TZVPD.

XYZ file:
```
14
Properties=species:S:1:pos:R:3:lowdin_charge:R:1
S -3.378 -0.973 0.117 0.612
C -2.810 0.545 -0.059 -0.720
N -1.539 0.993 -0.088 -0.025
C -0.328 0.307 0.016 -0.645
N 0.745 1.004 0.067 0.023
C 1.916 0.167 0.246 -0.275
C 1.598 -1.281 -0.199 -0.425
S -0.205 -1.460 0.036 0.899
H -3.519 1.387 -0.196 0.074
H -1.384 1.985 -0.134 0.139
H 2.745 0.589 -0.310 0.101
H 2.218 0.176 1.319 0.118
H 2.131 -2.011 0.409 0.072
H 1.808 -1.430 -1.224 0.051
```

Computed properties:
multiplicity: 1
ΔE to the lowest compared entry with this formula, charge and spin: 0.4969 eV
largest force on an atom: 0.027 Eh/bohr
HOMO-LUMO gap: 0.3266 Eh
lowest unoccupied orbital energy: 0.232 eV
structure (SMILES): S=CNC1=NCCS1
HOMO energy: -0.31801 Eh
total charge: 0
electronic energy: -1061.8979 Eh